[1]
C34H43N3O5S2 | the ωB97M-V functional and the def2-TZVPD basis

The geometry in ORCA input format:
```
! RIJCOSX wB97M-V def2-TZVPD def2/J DEFGRID3
* xyz 0 1
C 1.637 2.975 -0.470
C 1.120 3.162 -1.878
C 1.567 4.457 -2.534
N -0.339 3.219 -1.841
N -0.897 4.408 -1.960
N -2.226 4.187 -1.827
C -3.032 5.423 -1.671
C -2.778 6.299 -2.881
C -2.663 6.131 -0.377
C -2.508 2.867 -1.631
C -3.951 2.345 -1.676
C -3.976 0.818 -1.759
C -4.718 2.886 -2.892
C -4.650 2.785 -0.390
C -1.252 2.196 -1.562
C -0.844 0.882 -1.331
H 2.730 2.904 -0.466
H 1.341 3.837 0.142
H 1.219 2.064 -0.033
H 1.404 2.298 -2.486
H 2.661 4.526 -2.574
H 1.197 4.525 -3.559
H 1.182 5.323 -1.986
H -4.079 5.132 -1.636
H -3.364 7.225 -2.808
H -1.718 6.565 -2.954
H -3.082 5.793 -3.804
H -3.254 7.051 -0.270
H -2.877 5.499 0.493
H -1.601 6.407 -0.371
H -3.478 0.374 -0.892
H -5.015 0.458 -1.770
H -3.485 0.470 -2.676
H -4.778 3.979 -2.898
H -4.255 2.555 -3.830
H -5.748 2.505 -2.866
H -4.693 3.877 -0.313
H -5.677 2.400 -0.376
H -4.108 2.394 0.480
H -1.599 0.104 -1.286
H 0.224 0.659 -1.316
C 3.931 1.219 5.838
O 2.532 1.084 5.519
C 2.163 0.381 4.418
C 0.769 0.286 4.175
C 0.306 -0.448 3.095
C 1.199 -1.159 2.264
C 0.701 -2.051 1.238
C 1.114 -3.342 1.104
S 0.501 -4.364 -0.215
C 1.061 -3.529 -1.692
C 0.187 -2.658 -2.338
C 0.639 -1.944 -3.445
C 1.939 -2.138 -3.918
C 2.794 -3.037 -3.279
C 2.364 -3.734 -2.149
O 1.254 -5.601 -0.224
O -0.941 -4.349 -0.153
S 2.229 -4.191 2.276
C 1.859 -5.959 2.372
C 2.845 -6.894 2.057
C 2.540 -8.257 2.097
C 1.263 -8.684 2.475
C 0.306 -7.739 2.859
C 0.612 -6.377 2.838
O 3.545 -4.076 1.665
O 1.970 -3.678 3.598
C 2.581 -1.032 2.503
C 3.070 -0.246 3.535
H 3.940 1.861 6.718
H 4.375 0.244 6.080
H 4.484 1.695 5.019
H 0.091 0.766 4.870
H -0.764 -0.565 2.934
H -0.103 -1.709 0.590
H -0.826 -2.548 -1.951
H -0.039 -1.242 -3.924
H 2.281 -1.589 -4.790
H 3.803 -3.209 -3.648
H 3.016 -4.428 -1.618
H 3.836 -6.556 1.762
H 3.303 -8.986 1.817
H 1.014 -9.750 2.472
H -0.689 -8.058 3.171
H -0.114 -5.638 3.163
H 3.281 -1.563 1.868
H 4.144 -0.174 3.690
*
```

Computed properties:
- orbital gap (eV) = 5.9
- F_max (eV Å⁻¹) = 2.870
- lowest unoccupied orbital energy (Eh) = -0.001

Atom charges from the Löwdin analysis, given in e for atoms 1 to 2: number 1, C, carries -0.05; number 2, C, carries -0.37

---

[2]
C34H43N5O2STc | the ωB97M-V functional and the def2-TZVPD basis

The geometry in ORCA input format:
```
! RIJCOSX wB97M-V def2-TZVPD def2/J DEFGRID3
* xyz 2 2
Tc -0.234 0.814 -0.551
C -1.750 0.964 3.789
C -1.305 -0.137 2.822
C -0.739 -1.326 3.595
C -2.456 -0.498 1.891
C -3.342 -1.518 2.214
C -4.437 -1.797 1.403
C -4.678 -1.046 0.264
C -3.831 -0.005 -0.101
C -4.130 0.794 -1.354
C -5.430 1.589 -1.197
C -4.187 -0.113 -2.586
C -2.736 0.233 0.729
N -1.822 1.306 0.395
C -2.181 2.648 0.725
O -3.243 2.977 1.155
C -1.021 3.545 0.477
C -0.919 4.878 0.817
C 0.296 5.518 0.592
C 1.370 4.801 0.067
C 1.168 3.471 -0.236
N -0.004 2.879 -0.052
C 2.191 2.502 -0.703
O 3.310 2.757 -1.021
N 1.623 1.182 -0.769
C 2.523 0.066 -0.987
C 3.216 -0.426 0.120
C 4.087 -1.493 -0.098
C 4.264 -2.018 -1.366
C 3.576 -1.484 -2.452
C 2.686 -0.427 -2.290
C 2.084 0.246 -3.512
C 1.602 -0.733 -4.582
C 3.114 1.225 -4.095
C 3.067 0.146 1.516
C 4.343 0.884 1.934
C 2.710 -0.947 2.527
H -0.921 1.277 4.425
H -2.550 0.595 4.432
H -2.136 1.841 3.265
H -0.484 0.271 2.212
H -1.475 -1.753 4.276
H 0.102 -1.003 4.208
H -0.392 -2.116 2.928
H -3.193 -2.094 3.116
H -5.119 -2.592 1.676
H -5.546 -1.262 -0.345
H -3.320 1.514 -1.511
H -6.271 0.917 -1.019
H -5.640 2.149 -2.109
H -5.375 2.290 -0.365
H -5.025 -0.807 -2.526
H -3.274 -0.701 -2.710
H -4.326 0.489 -3.484
H -1.769 5.380 1.259
H 0.415 6.563 0.842
H 2.341 5.246 -0.103
H 4.645 -1.903 0.733
H 4.955 -2.837 -1.519
H 3.764 -1.875 -3.442
H 1.217 0.836 -3.191
H 2.387 -1.423 -4.888
H 1.301 -0.183 -5.473
H 0.745 -1.321 -4.249
H 3.980 0.680 -4.473
H 3.469 1.934 -3.346
H 2.677 1.782 -4.924
H 2.239 0.862 1.516
H 5.197 0.204 1.905
H 4.246 1.254 2.954
H 4.566 1.724 1.276
H 3.540 -1.639 2.674
H 1.839 -1.524 2.206
H 2.487 -0.501 3.497
S -0.729 -1.241 -1.500
C -0.191 -2.578 -0.508
N -1.034 -3.419 0.054
C -0.330 -4.580 0.630
C 1.156 -4.169 0.472
N 1.058 -2.924 -0.312
H -2.036 -3.325 -0.031
H -0.578 -5.479 0.070
H -0.613 -4.720 1.671
H 1.739 -4.910 -0.069
H 1.636 -3.968 1.428
H 1.843 -2.420 -0.708
*
```

Computed properties:
- orbital gap (alpha / beta) (eV) = 5.7 / 6.2
- ⟨S²⟩ = 1.25
- F_max (eV Å⁻¹) = 1.001
- lowest unoccupied orbital energy (alpha / beta) (Eh) = -0.316 / -0.300

Atom charges from the Löwdin analysis, given in e for atoms 1 to 2: number 1, Tc, carries 1.41; number 2, C, carries -0.03

---

[3]
C34H43NOPtS5Te | the ωB97M-V functional and the def2-TZVPD basis

The geometry in ORCA input format:
```
! RIJCOSX wB97M-V def2-TZVPD def2/J DEFGRID3
* xyz 2 1
Pt 0.517 -2.704 -1.177
C 1.183 -3.201 1.883
C 2.453 -2.420 1.607
S 2.401 -1.515 0.017
C 3.846 -2.246 -0.797
C 3.656 -3.689 -1.233
S 2.208 -3.964 -2.292
C 2.647 -2.863 -3.674
C 1.474 -2.644 -4.610
S -0.007 -2.051 -3.740
C -0.897 -3.637 -3.480
C -1.085 -3.736 -1.986
S 0.702 -4.259 0.505
H 0.362 -2.539 2.141
H 1.340 -3.871 2.733
H 3.319 -3.080 1.574
H 2.624 -1.671 2.380
H 4.691 -2.176 -0.111
H 4.072 -1.588 -1.634
H 3.490 -4.352 -0.385
H 4.529 -4.051 -1.778
H 3.492 -3.313 -4.198
H 2.953 -1.903 -3.263
H 1.205 -3.546 -5.157
H 1.745 -1.887 -5.346
H -0.262 -4.431 -3.868
H -1.829 -3.636 -4.044
H -1.140 -4.760 -1.622
H -1.970 -3.188 -1.669
S -1.418 4.691 -3.746
C -0.864 3.672 -2.783
C -4.172 6.181 2.079
C -3.408 5.115 1.350
C -2.060 5.270 1.051
C -1.318 4.293 0.397
C 0.117 4.633 0.079
C -1.985 3.105 0.048
Te -1.068 1.445 -0.869
N -0.739 -1.302 -0.557
C -1.497 -1.012 0.411
O -1.831 0.299 0.548
C -2.152 -1.821 1.473
C -2.281 -1.290 2.757
C -2.874 -2.037 3.761
C -3.373 -3.303 3.481
C -3.281 -3.818 2.196
C -2.670 -3.081 1.194
C 0.894 1.380 -0.112
C 1.177 1.402 1.259
C 0.179 1.591 2.376
C 2.514 1.273 1.635
C 3.544 1.161 0.717
C 4.976 1.063 1.158
C 3.219 1.140 -0.638
C 1.907 1.227 -1.074
C 1.621 1.165 -2.551
C -3.365 2.951 0.250
C -4.181 1.777 -0.234
C -4.043 3.957 0.922
H -3.549 7.048 2.286
H -4.550 5.798 3.028
H -5.033 6.508 1.496
H -1.565 6.195 1.323
H 0.213 5.714 -0.012
H 0.465 4.194 -0.854
H 0.799 4.319 0.863
H -1.908 -0.296 2.968
H -2.960 -1.628 4.758
H -3.847 -3.882 4.262
H -3.690 -4.794 1.972
H -2.608 -3.482 0.194
H -0.857 1.507 2.066
H 0.312 2.571 2.833
H 0.364 0.854 3.158
H 2.749 1.287 2.694
H 5.061 1.069 2.243
H 5.556 1.900 0.767
H 5.439 0.149 0.782
H 4.011 1.054 -1.375
H 2.530 0.933 -3.105
H 1.244 2.116 -2.932
H 0.879 0.396 -2.781
H -3.679 1.154 -0.978
H -5.095 2.142 -0.700
H -4.460 1.126 0.594
H -5.108 3.839 1.095
*
```

Computed properties:
- orbital gap (eV) = 7.4
- F_max (eV Å⁻¹) = 1.112
- lowest unoccupied orbital energy (Eh) = -0.223

Atom charges from the Löwdin analysis, given in e for atoms 1 to 2: number 1, Pt, carries 0.76; number 2, C, carries -0.58

---

[4]
C34H44AuFN3O6 | the ωB97M-V functional and the def2-TZVPD basis

The geometry in ORCA input format:
```
! RIJCOSX wB97M-V def2-TZVPD def2/J DEFGRID3
* xyz -1 1
Au -0.227 -0.686 -2.847
C -4.150 -3.640 3.255
C -3.335 -2.340 3.275
C -2.094 -2.563 4.135
C -4.171 -1.227 3.922
C -2.978 -1.943 1.846
C -1.711 -1.851 1.391
C -1.416 -1.476 0.030
N -0.222 -1.243 -0.486
C 0.995 -1.152 0.052
C 1.284 -0.920 1.435
C 2.534 -0.634 1.874
C 3.587 -0.546 0.900
C 3.416 -0.739 -0.432
C 2.095 -1.146 -0.917
O 1.920 -1.492 -2.100
C 4.532 -0.515 -1.449
C 4.083 0.546 -2.469
C 5.808 0.000 -0.782
C 4.878 -1.824 -2.173
C 2.773 -0.330 3.357
C 4.253 -0.107 3.673
C 2.276 -1.504 4.212
C 2.002 0.935 3.756
C -2.520 -1.379 -0.930
O -2.332 -1.314 -2.158
C -3.890 -1.392 -0.390
C -4.053 -1.661 0.924
C -5.059 -1.121 -1.332
C -6.392 -1.099 -0.582
C -5.151 -2.214 -2.408
C -4.877 0.252 -1.999
H -4.427 -3.936 4.271
H -3.571 -4.449 2.806
H -5.070 -3.529 2.678
H -2.397 -2.824 5.151
H -1.474 -1.665 4.192
H -1.475 -3.377 3.753
H -4.415 -1.485 4.956
H -5.110 -1.064 3.391
H -3.621 -0.284 3.924
H -0.893 -2.102 2.043
H 0.469 -0.865 2.138
H 4.571 -0.272 1.250
H 3.885 1.494 -1.961
H 3.183 0.241 -2.999
H 4.881 0.713 -3.199
H 5.646 0.949 -0.265
H 6.564 0.166 -1.552
H 6.218 -0.715 -0.065
H 4.022 -2.213 -2.717
H 5.211 -2.580 -1.456
H 5.698 -1.646 -2.875
H 4.860 -0.978 3.418
H 4.369 0.083 4.742
H 4.658 0.754 3.138
H 2.773 -2.433 3.926
H 1.201 -1.654 4.096
H 2.475 -1.316 5.270
H 2.339 1.795 3.174
H 2.150 1.156 4.817
H 0.932 0.819 3.580
H -5.061 -1.700 1.317
H -6.623 -2.062 -0.120
H -7.190 -0.876 -1.294
H -6.414 -0.330 0.193
H -5.299 -3.194 -1.946
H -4.254 -2.249 -3.019
H -6.011 -2.014 -3.054
H -4.856 1.043 -1.246
H -5.720 0.446 -2.667
H -3.957 0.302 -2.576
F 2.185 6.244 -0.895
C 1.697 5.934 -2.107
C 1.865 4.722 -2.639
N 1.413 4.386 -3.893
C 1.531 2.999 -4.338
C 0.763 1.993 -3.474
O 0.553 0.913 -4.107
O 0.527 2.268 -2.301
C 0.687 5.279 -4.645
O 0.226 5.045 -5.742
N 0.533 6.528 -4.056
C 0.968 6.970 -2.814
O 0.744 8.097 -2.420
H 2.376 3.935 -2.104
H 2.589 2.725 -4.285
H 1.217 2.951 -5.375
H 0.001 7.189 -4.601
*
```

Computed properties:
- orbital gap (alpha / beta) (eV) = 5.8 / 5.8
- relative energy (zero: lowest compared OMol25 entry of this formula, charge and spin) (eV) = 0.300
- F_max (eV Å⁻¹) = 0.544
- lowest unoccupied orbital energy (alpha / beta) (Eh) = 0.046 / 0.046

Atom charges from the Löwdin analysis, given in e for atoms 1 to 2: number 1, Au, carries 0.84; number 2, C, carries -0.05

---

[5]
C34H44NO2 | the ωB97M-V functional and the def2-TZVPD basis

The geometry in ORCA input format:
```
! RIJCOSX wB97M-V def2-TZVPD def2/J DEFGRID3
* xyz -1 1
C -1.044 -1.623 0.983
C -0.922 -1.620 -0.550
C 0.398 -1.033 -1.045
C 0.675 0.454 -0.757
C 2.191 0.682 -0.898
C -0.211 1.450 -1.600
C -1.638 1.514 -1.056
N 0.316 2.819 -1.607
C 0.599 3.393 -0.312
C 1.094 4.839 -0.421
C -0.159 0.965 -3.095
O -1.179 0.449 -3.575
O 0.954 1.183 -3.666
H -1.697 -0.827 1.348
H -0.066 -1.470 1.452
H -1.438 -2.570 1.360
H -1.771 -1.103 -0.989
H -0.985 -2.649 -0.918
H 1.193 -1.603 -0.541
H 0.518 -1.212 -2.118
H 0.405 0.619 0.296
H 2.433 1.616 -1.396
H 2.677 0.676 0.085
H 2.645 -0.115 -1.492
H -1.666 1.466 0.039
H -2.238 0.714 -1.480
H -2.089 2.458 -1.369
H 1.117 2.850 -2.228
H -0.325 3.367 0.274
H 1.335 2.808 0.266
H 1.908 5.043 0.277
H 1.461 5.031 -1.433
H 0.293 5.556 -0.233
C 0.314 -5.551 0.158
C 0.935 -6.282 1.161
C 2.303 -6.163 1.364
C 3.051 -5.313 0.559
C 2.428 -4.571 -0.435
C 1.060 -4.690 -0.635
H -0.756 -5.627 0.011
H 0.349 -6.930 1.802
H 2.784 -6.724 2.155
H 4.117 -5.214 0.720
H 3.002 -3.883 -1.043
H 0.573 -4.090 -1.393
C -2.262 -4.034 5.507
C -1.668 -2.953 6.143
C -0.465 -2.445 5.671
C 0.145 -3.020 4.565
C -0.448 -4.102 3.928
C -1.652 -4.608 4.399
H -3.204 -4.426 5.871
H -2.147 -2.500 7.002
H -0.007 -1.595 6.160
H 1.077 -2.618 4.188
H 0.023 -4.544 3.060
H -2.118 -5.447 3.898
C -2.685 2.719 -7.355
C -1.915 2.124 -6.364
C -0.605 2.539 -6.153
C -0.076 3.555 -6.939
C -0.844 4.152 -7.932
C -2.151 3.733 -8.142
H -3.707 2.395 -7.514
H -2.312 1.339 -5.733
H -0.013 2.061 -5.378
H 0.943 3.883 -6.773
H -0.426 4.945 -8.542
H -2.753 4.197 -8.914
C 0.186 1.948 2.996
C -0.915 2.450 3.676
C -0.752 3.465 4.609
C 0.512 3.980 4.860
C 1.613 3.480 4.178
C 1.450 2.465 3.246
H 0.058 1.167 2.258
H -1.901 2.054 3.470
H -1.612 3.859 5.136
H 0.639 4.776 5.584
H 2.598 3.888 4.367
H 2.304 2.082 2.703
*
```

Computed properties:
- orbital gap (eV) = 7.1
- F_max (eV Å⁻¹) = 0.875
- lowest unoccupied orbital energy (Eh) = 0.088

Atom charges from the Löwdin analysis, given in e for atoms 1 to 2: number 1, C, carries -0.10; number 2, C, carries -0.24